(1)
11
Properties=species:S:1:pos:R:3:lowdin_charge:R:1 method="wB97M-V/def2-TZVPD" total_charge=0 spin_multiplicity=1 smiles="C=C/C=C1/OC1=O" e_homo_ev=-9.3
O 0.02332 3.08597 0.16497 0.173
C 0.64727 2.08367 0.25036 -0.385
C -1.55236 -0.82349 -0.32706 0.024
C -0.33587 -1.35520 -0.20015 -0.170
C 0.88673 -0.60967 0.13840 -0.034
C 0.93807 0.70624 0.23346 -0.110
O 1.93066 1.69547 0.53843 0.161
H -1.73772 0.23796 -0.17502 0.067
H -2.40802 -1.43719 -0.58963 0.058
H -0.19891 -2.42345 -0.35158 0.096
H 1.80683 -1.16032 0.31782 0.121

---

(2)
14
Properties=species:S:1:pos:R:3:lowdin_charge:R:1 method="wB97M-V/def2-TZVPD" total_charge=-1 spin_multiplicity=1 e_homo_ev=-3.0
C -0.08913 -2.12682 0.26803 -0.237
C -0.45928 -0.73436 0.85882 -0.793
S 0.13764 0.64392 -0.19740 0.249
H -0.65524 -2.19077 -0.66160 0.041
H 0.98432 -2.24619 0.14935 0.043
H -0.45172 -2.85606 1.01460 0.049
H -1.55589 -0.78229 0.93567 0.026
H -0.05395 -0.73957 1.87332 0.029
H 2.59463 1.84551 1.32847 0.003
H 2.52594 0.49302 0.69509 -0.070
O 3.12361 1.04466 1.21699 -0.146
H -3.34786 -0.03155 -1.41396 0.011
H -1.92674 0.19973 -1.52617 -0.061
O -2.76499 0.54282 -1.93512 -0.143

---

(3)
27
Properties=species:S:1:pos:R:3:lowdin_charge:R:1 method="wB97M-V/def2-TZVPD" total_charge=0 spin_multiplicity=1 smiles=O.O.O.O.O.O.O.O.O e_homo_ev=-10.4
O 2.16891 0.14770 2.82343 -0.069
H 1.25385 0.17029 3.10338 -0.012
H 2.19278 0.69272 2.03691 -0.017
O 0.03082 0.00547 -0.07308 -0.036
H 0.83673 0.47013 -0.29851 0.019
H 0.29546 -0.91132 0.00232 0.074
O -2.22441 -3.12889 -1.16150 -0.041
H -1.59956 -3.07663 -0.43826 -0.002
H -1.82315 -3.73750 -1.78182 0.058
O -1.50307 -0.68905 -2.13065 -0.065
H -1.34037 -0.39221 -1.23531 0.006
H -1.90466 -1.55186 -2.02818 0.004
O 0.59312 3.02663 -0.03527 -0.026
H 0.80345 3.93599 -0.24753 0.067
H 0.28760 2.65185 -0.86136 0.022
O 2.53942 1.19323 -0.03530 -0.043
H 3.26246 1.45951 -0.60323 0.067
H 1.98549 1.97124 0.02874 -0.013
O -0.59505 0.43991 2.44689 -0.062
H -0.46592 0.20627 1.52766 -0.032
H -0.84338 1.36412 2.42700 0.048
O -0.07483 1.42253 -2.76866 -0.051
H -0.72387 0.78227 -2.47703 -0.031
H -0.54312 1.96829 -3.40039 0.044
O -1.01619 -2.73264 1.37230 -0.024
H -1.45112 -3.16421 2.10770 0.064
H -0.14132 -2.52393 1.69982 0.053

---

(4)
28
Properties=species:S:1:pos:R:3:lowdin_charge:R:1 method="wB97M-V/def2-TZVPD" total_charge=+2 spin_multiplicity=1 e_homo_ev=-17.4
Be -0.18483 -0.25456 0.29868 0.876
O -0.20220 -2.03656 2.05221 -0.027
H -0.51014 -2.14503 2.96261 0.099
H -0.13853 -2.93266 1.70010 0.073
O 1.95160 -0.94529 -0.03835 -0.005
H 2.65922 -0.76490 -0.66991 0.099
H 2.27302 -1.66986 0.51221 0.084
O -0.28430 -2.43370 -1.00224 -0.038
H -0.16878 -2.46310 -1.95949 0.079
H -0.57056 -3.32360 -0.76345 0.079
O -2.38619 -0.90359 0.57168 -0.025
H -3.11989 -0.31760 0.34860 0.082
H -2.78696 -1.75946 0.76465 0.087
O -1.07610 0.35749 -1.64844 -0.005
H -1.11018 -0.07681 -2.50957 0.100
H -1.54668 1.19374 -1.75841 0.095
O -1.39799 1.83554 0.95344 -0.033
H -1.30147 2.71637 0.57054 0.078
H -2.13796 1.90306 1.57054 0.084
O 0.94803 0.43920 2.26548 -0.028
H 1.25014 1.22338 2.74020 0.094
H 1.32763 -0.31194 2.73634 0.060
C 1.37294 2.02500 -1.96275 -0.113
O 1.11793 1.92421 -0.54302 -0.157
H 0.73974 2.77040 -2.44846 0.094
H 2.41469 2.28531 -2.15106 0.100
H 1.18106 1.06726 -2.43748 0.064
H 1.68675 2.59771 -0.15464 0.103

---

Energy relative to the best compared isomer or geometry (same formula, charge and spin) for every record listed, in sequence, given in eV: 2.4056; 0.3468; 1.5934; 0.0000.
Kohn-Sham gap for every record listed, in sequence, given in eV: 9.191; 6.881; 10.739; 10.077.
F_max for every record listed, in sequence, given in eV Å⁻¹: 0.71; 1.64; 1.36; 1.01.